(1)
DFT (wB97M-V/def2-TZVPD) results for an isolated molecule of C4H8O3.

Atoms and positions in Å:
C: -2.41754 0.03143 -0.23109
C: -1.07424 -0.63961 -0.03308
O: -0.13481 0.39308 0.28235
C: 1.18079 0.07346 0.17729
O: 1.46432 -1.19099 0.64947
C: 2.14056 1.16471 0.20354
O: 1.87287 0.39885 -1.00137
H: -2.70305 0.58486 0.66789
H: -2.37654 0.73495 -1.06715
H: -3.19233 -0.71361 -0.43704
H: -0.76207 -1.17360 -0.93805
H: -1.10582 -1.36006 0.79177
H: 2.20492 -1.50604 0.11298
H: 1.78289 2.19200 0.16743
H: 3.12007 1.01060 0.65507

Results
Kohn-Sham gap, eV: 11.0
SMILES: CCO[C@]1(O)CO1
HOMO, eV: -10.11
ΔE to the lowest compared entry with this formula, charge and spin, kJ/mol: 216.00

---

(2)
DFT (wB97M-V/def2-TZVPD) results for a structure of composition C34H48NP2RuTe.

Atoms and positions in Å:
Ru: 0.50080 -0.59064 -0.85625
C: 0.81096 1.97347 -3.98683
C: 2.04440 1.77065 -3.10570
C: 3.01687 2.93443 -3.34050
P: 1.58018 1.52064 -1.33168
C: 3.02249 1.94917 -0.29905
C: 4.20856 1.05885 -0.66977
C: 2.68640 1.93024 1.18553
C: 0.21210 2.63749 -0.97015
C: 0.28188 4.00280 -1.15932
C: -0.85030 4.82182 -1.01894
C: -0.77065 6.29490 -1.22092
C: -2.07504 4.20465 -0.71325
C: -2.16491 2.85472 -0.48106
C: -1.00656 2.04308 -0.54628
N: -1.01262 0.70670 -0.23590
C: -1.98140 0.15262 0.61065
C: -2.53397 0.84274 1.69572
C: -3.49265 0.22894 2.47835
C: -3.93111 -1.07566 2.22154
C: -4.97468 -1.72365 3.07179
C: -3.33148 -1.77819 1.16854
C: -2.35739 -1.19250 0.38058
P: -1.44290 -1.97586 -0.95593
C: -1.19597 -3.77456 -0.70517
C: -2.48264 -4.59204 -0.87613
C: -0.14290 -4.28727 -1.70054
C: -2.24712 -1.75133 -2.58923
C: -3.75802 -1.55251 -2.48309
C: -1.56750 -0.60940 -3.33400
H: 1.10587 1.88187 -5.03079
H: 0.39810 2.97167 -3.84564
H: 0.01464 1.25454 -3.80059
H: 2.54009 0.83222 -3.38622
H: 2.58554 3.88722 -3.03541
H: 3.20459 3.00447 -4.41153
H: 3.97940 2.81619 -2.85235
H: 3.24955 2.98097 -0.59692
H: 3.97829 0.00315 -0.51041
H: 5.06576 1.31846 -0.04796
H: 4.51628 1.16282 -1.70684
H: 2.44793 0.92238 1.53178
H: 1.84812 2.58271 1.43264
H: 3.55165 2.27287 1.75394
H: 1.21998 4.46904 -1.43489
H: 0.18883 6.59904 -1.63176
H: -0.91281 6.80791 -0.26673
H: -1.56427 6.63515 -1.88656
H: -2.97118 4.80953 -0.67006
H: -3.12763 2.40743 -0.28151
H: -2.19051 1.83685 1.94397
H: -3.91001 0.76895 3.31779
H: -5.62648 -0.98317 3.52996
H: -4.50214 -2.29454 3.87451
H: -5.58555 -2.41260 2.49049
H: -3.65260 -2.79403 0.98175
H: -0.82500 -3.88245 0.32354
H: -2.90493 -4.46189 -1.87188
H: -3.24976 -4.37939 -0.13525
H: -2.22370 -5.64676 -0.77494
H: -0.57793 -4.41274 -2.69205
H: 0.20339 -5.26750 -1.37456
H: 0.73779 -3.64290 -1.79804
H: -2.03368 -2.68888 -3.11502
H: -3.99628 -0.63416 -1.94455
H: -4.25519 -2.38093 -1.97990
H: -4.18097 -1.47151 -3.48402
H: -1.77376 0.35424 -2.86115
H: -1.91932 -0.55231 -4.36506
H: -0.47247 -0.75425 -3.40458
C: 0.90062 -1.38993 2.68527
Te: 1.74062 -2.17400 0.87660
C: 3.64999 -1.74364 1.78871
C: 3.30638 -1.87294 3.25071
C: 4.31397 -2.15581 4.16874
C: 4.01400 -2.21628 5.52021
C: 2.70947 -2.01130 5.95748
C: 1.70026 -1.74687 5.04440
C: 1.99833 -1.67071 3.68725
H: -0.01558 -1.94201 2.88746
H: 0.67064 -0.33301 2.54743
H: 3.95462 -0.74657 1.49141
H: 4.35275 -2.48647 1.41824
H: 5.32619 -2.32979 3.83171
H: 4.79611 -2.43769 6.23200
H: 2.47355 -2.07526 7.01048
H: 0.68367 -1.61171 5.38569

Results
Charge: +3
Kohn-Sham gap (alpha / beta), eV: 6.3 / 5.0
HOMO (alpha / beta), eV: -16.26 / -16.35
2S+1: 5
⟨S²⟩: 6.054

---

(3)
DFT (wB97M-V/def2-TZVPD) results for a cluster of 2 separate species, C5H7NO in total at a distorted geometry.

Atoms and positions in Å:
C: -0.34771 -0.85268 -1.06275
C: 0.36122 0.17909 -0.60638
C: 1.80542 -0.02579 -0.22653
N: 2.52708 1.12556 -0.13026
O: 2.34659 -1.11169 -0.20245
H: -1.41119 -0.78316 -1.22131
H: 0.08832 -1.83884 -1.09160
H: 0.03558 1.20857 -0.66834
H: 3.52376 1.05555 -0.00748
H: 2.10158 2.03450 -0.15696
C: -2.29882 -0.41190 1.68800
C: -3.13704 0.00926 0.93332
H: -1.55852 -0.78760 2.33700
H: -4.03626 0.19913 0.41574

Results
Kohn-Sham gap, eV: 10.8
SMILES: C=CC(N)=O.C#C
HOMO, eV: -9.86
ΔE to the lowest compared entry with this formula, charge and spin, kJ/mol: 267.97

---

Which formula does entry 3 have?
C5H7NO